Here is C3H9N3O in the gas phase at a distorted geometry from the OMol25 dataset. Energies are from ωB97M-V/def2-TZVPD.

Geometry as XYZ:
```
16
Properties=species:S:1:pos:R:3:lowdin_charge:R:1
C 0.77249 0.52570 1.95505 -0.162
C -0.04109 0.14265 -0.20187 -0.418
C -0.09410 -1.38022 0.05646 -0.172
H 1.35065 -0.45707 2.08142 0.077
H -0.16899 0.28824 2.49762 0.076
H 1.40715 1.28300 2.44583 0.067
H 0.93192 -1.69564 0.46956 0.137
H -0.79202 -1.38157 0.95921 0.133
H -1.51454 -2.40064 -1.00899 0.114
H -0.57180 -0.34314 -2.06963 0.123
H 0.56665 2.14269 -1.57469 0.049
H -1.00386 2.36477 -1.77673 0.080
N 0.41306 1.01508 0.60719 0.009
N -0.50195 0.46769 -1.44818 -0.055
N -0.22759 1.74285 -2.02378 0.027
O -0.52599 -2.31439 -0.96847 -0.086
```

As for the SMILES: C/N=C(\CO)NN. The maximum force comes out at 2.21 eV Å⁻¹. The value obtained for the HOMO energy is -8.69 eV. The calculation puts the lowest unoccupied orbital energy at 0.630 eV. The total charge is 0. The multiplicity is 1. As for the HOMO-LUMO gap: 9.315 eV. The calculation puts the electronic energy at -9772.909 eV.